(1)
118
Properties=species:S:1:pos:R:3:forces:R:3 method="wB97M-V/def2-TZVPD" total_charge=0 smiles=CCCB1OB(CCCCN)OB(P(C)O)O1.CCCCCC.CCCCCC.CCCCCC.CCCCCC energy_ha=-2037.37692
C 4.858442 4.127917 1.978655 0.0 0.2 0.1
C 5.376605 4.676814 0.656972 0.2 -0.1 -0.1
C 5.268745 3.730914 -0.569208 -0.1 0.1 0.0
B 4.430054 2.427557 -0.392443 -0.2 0.0 -0.7
O 3.129009 2.417729 0.088424 0.4 0.3 0.6
B 2.698841 1.290666 0.755863 -0.5 -0.2 -0.5
C 1.705671 1.326483 1.949074 -0.3 -0.1 0.1
C 0.305739 0.797538 1.528055 -0.3 0.2 0.2
C -0.860464 1.748402 1.857191 0.1 0.2 -0.1
C -1.640651 2.148032 0.615379 -0.1 0.0 0.3
N -2.884296 2.842058 0.967399 0.3 -0.1 -0.1
O 3.188091 0.061884 0.308748 0.3 0.1 0.9
B 4.531725 0.128267 0.007006 0.0 -0.1 -0.6
P 5.757085 -1.235167 0.558753 -0.2 -0.7 -0.5
C 5.416318 -1.407526 2.349414 0.1 0.1 0.0
O 7.216841 -0.451701 0.588639 0.0 0.3 0.3
O 4.992271 1.201835 -0.731407 0.3 0.1 0.7
H 5.025520 4.855214 2.772795 0.1 0.0 0.1
H 5.393573 3.220443 2.263401 0.0 -0.1 0.0
H 3.790055 3.928745 1.951339 0.0 -0.1 0.0
H 4.898318 5.629245 0.437538 -0.1 0.0 0.0
H 6.433332 4.905044 0.795397 0.1 0.1 0.0
H 4.836018 4.285685 -1.406063 0.0 0.0 -0.1
H 6.264041 3.432989 -0.892126 0.1 0.0 -0.1
H 1.609029 2.321118 2.380021 0.0 0.1 -0.1
H 2.083977 0.690036 2.750738 0.1 0.0 0.0
H 0.111583 -0.151750 2.021581 0.1 -0.2 -0.1
H 0.271392 0.595254 0.455677 0.1 -0.1 -0.1
H -0.470601 2.663477 2.308270 0.0 0.0 0.1
H -1.542874 1.309593 2.585467 -0.1 -0.1 0.0
H -0.973542 2.763748 0.002361 0.0 -0.1 -0.2
H -1.899069 1.244000 0.062275 0.0 0.0 -0.2
H -2.701600 3.485929 1.727136 0.0 0.1 0.0
H -3.175219 3.400773 0.175495 -0.2 0.0 0.0
H 5.418546 -2.462145 2.608477 -0.1 -0.1 0.1
H 4.464101 -0.960755 2.624367 -0.1 -0.1 0.0
H 6.208744 -0.916670 2.911590 0.1 0.1 0.0
H 7.667785 -0.589886 -0.243163 0.2 -0.1 -0.2
C -1.587930 -4.351929 5.866238 0.0 0.1 0.0
C -2.802755 -3.902294 5.059717 0.0 -0.1 0.0
C -2.939399 -4.613972 3.714674 0.0 0.0 0.0
C -1.772760 -4.390680 2.750913 0.0 0.0 0.0
C -1.487366 -2.927204 2.420399 0.0 0.0 -0.1
C -2.648131 -2.215371 1.730721 0.1 0.0 0.1
H -0.654098 -4.131952 5.346648 0.0 0.0 0.0
H -1.551022 -3.846381 6.831985 0.0 0.0 0.0
H -1.622233 -5.427117 6.053830 0.0 0.0 0.0
H -2.760210 -2.820241 4.907860 0.0 0.0 0.0
H -3.707570 -4.089599 5.643326 0.0 0.0 0.0
H -3.872196 -4.298358 3.239722 0.0 0.0 0.0
H -3.041625 -5.689256 3.891627 0.0 0.0 0.0
H -1.982522 -4.929068 1.821397 0.0 0.0 0.0
H -0.866814 -4.845139 3.161324 0.0 0.0 0.0
H -0.609714 -2.884882 1.769347 0.0 0.0 0.0
H -1.215847 -2.384032 3.330551 0.0 0.0 0.0
H -2.916576 -2.720455 0.800612 0.0 0.0 0.0
H -2.381261 -1.185349 1.486508 0.0 0.0 0.0
H -3.536428 -2.178269 2.362672 0.0 0.0 0.0
C -0.330538 1.810920 -3.444068 0.1 0.1 0.0
C -0.149306 3.236592 -3.958156 0.0 0.0 0.1
C -1.206445 4.207320 -3.434747 0.0 0.0 0.0
C -2.642750 3.863819 -3.831502 0.0 0.0 0.0
C -2.896221 3.770461 -5.334078 0.0 0.1 0.0
C -2.639618 5.077568 -6.078028 0.0 -0.1 0.0
H -1.278069 1.379180 -3.769698 0.0 0.0 0.0
H 0.467961 1.162130 -3.806106 0.0 0.0 0.0
H -0.307663 1.791834 -2.351754 0.0 0.0 0.0
H -0.147465 3.235028 -5.051627 0.0 0.0 0.0
H 0.834913 3.602227 -3.654225 0.0 0.0 0.0
H -0.962711 5.218332 -3.772643 0.0 0.0 0.0
H -1.147045 4.234405 -2.341069 0.0 0.0 0.0
H -3.309460 4.623534 -3.408351 0.0 0.0 0.0
H -2.932967 2.919367 -3.365454 0.0 0.0 0.0
H -3.936306 3.469940 -5.489620 0.0 0.0 0.0
H -2.283699 2.975522 -5.768318 0.0 0.0 0.0
H -3.262517 5.880679 -5.678163 0.0 0.0 0.0
H -2.868270 4.975056 -7.139418 0.0 0.0 0.0
H -1.597489 5.390109 -5.997226 0.0 0.0 0.0
C 3.749502 -5.697486 1.683190 0.0 0.0 0.1
C 4.933524 -6.226428 2.487715 0.0 0.1 0.0
C 6.280671 -5.996785 1.804175 0.0 0.0 0.0
C 6.440534 -6.689927 0.450462 0.0 0.0 0.0
C 6.248783 -8.205272 0.480222 0.1 0.0 0.0
C 7.255584 -8.930341 1.368423 -0.1 0.0 0.0
H 3.658443 -6.200301 0.719709 0.0 0.0 0.0
H 2.813045 -5.848574 2.222175 0.0 0.0 0.0
H 3.858570 -4.626421 1.497102 0.0 0.0 -0.1
H 4.792843 -7.291273 2.692418 0.0 0.0 0.0
H 4.951051 -5.731495 3.462488 0.0 0.0 0.0
H 7.079920 -6.318655 2.477490 0.0 0.0 0.0
H 6.425625 -4.921015 1.657900 0.0 0.0 0.0
H 7.439667 -6.466204 0.063681 0.0 0.0 0.0
H 5.739061 -6.255981 -0.266977 0.0 0.0 0.0
H 6.335639 -8.584839 -0.541036 0.0 0.0 0.0
H 5.233696 -8.447588 0.806528 0.0 0.0 0.0
H 8.278093 -8.725165 1.044512 0.0 0.0 0.0
H 7.103944 -10.009749 1.331199 0.0 0.0 0.0
H 7.167415 -8.624378 2.411835 0.0 0.0 0.0
C -5.436958 2.160266 -2.106947 0.0 -0.1 0.1
C -6.958368 2.094917 -2.178404 0.0 0.0 -0.1
C -7.522056 2.708722 -3.459303 0.0 0.0 0.0
C -7.198453 4.191513 -3.653366 0.0 0.0 0.0
C -7.659842 5.103063 -2.517785 0.0 0.0 0.0
C -9.171076 5.098128 -2.308117 0.1 0.0 0.0
H -5.079782 3.191162 -2.101684 0.0 0.0 0.0
H -5.063416 1.680248 -1.200711 0.0 0.0 0.0
H -4.988870 1.652208 -2.964270 0.0 0.0 0.0
H -7.386422 2.588524 -1.301751 0.0 0.0 0.0
H -7.278041 1.051349 -2.123698 0.0 0.0 0.0
H -8.605375 2.562131 -3.478802 0.0 0.0 0.0
H -7.129000 2.155938 -4.318659 0.0 0.0 0.0
H -7.659319 4.527556 -4.587701 0.0 0.0 0.0
H -6.119732 4.314513 -3.791156 0.0 0.0 0.0
H -7.333325 6.122765 -2.738146 0.0 0.0 0.0
H -7.161494 4.821112 -1.586177 0.0 0.0 0.0
H -9.690875 5.403052 -3.218811 0.0 0.0 0.0
H -9.457817 5.787637 -1.513284 0.0 0.0 0.0
H -9.536402 4.108810 -2.029345 0.0 0.0 0.0

(2)
149
Properties=species:S:1:pos:R:3:forces:R:3 method="wB97M-V/def2-TZVPD" total_charge=0 energy_ha=-8936.01784 de_lowest_kj_mol=0.0
C 16.890410 -19.041760 -1.156759 -0.1 -0.3 -0.7
C 16.863269 -18.568960 0.276562 0.4 -0.9 0.4
C 15.601517 -17.835133 0.639508 1.1 0.7 0.7
O 15.736005 -17.330058 1.949857 0.0 -0.7 -0.2
C 14.508628 -16.743846 2.358079 -0.9 0.5 0.7
N 16.952256 -19.801463 1.208363 -0.1 -0.9 0.4
H 17.474809 -20.602192 0.837953 0.1 0.3 -0.5
H 17.378392 -19.649850 2.127330 -0.2 0.6 -0.1
H 16.019866 -20.183374 1.403637 -0.1 0.2 0.0
H 16.658547 -18.218471 -1.833411 0.2 0.2 0.1
H 16.147204 -19.804911 -1.406207 -0.2 0.1 0.4
H 17.839987 -19.470923 -1.478260 0.2 0.2 0.2
H 17.750781 -18.002278 0.552333 -0.1 0.2 -0.2
H 14.762459 -18.533681 0.559507 -0.4 0.4 -0.3
H 15.587276 -16.960659 -0.019465 -0.7 -0.4 -0.3
H 14.169874 -15.958658 1.673508 0.4 0.0 0.1
H 14.625604 -16.295436 3.342213 0.2 0.0 -0.1
H 13.686990 -17.460562 2.454641 0.2 -0.2 -0.1
C 20.418592 -11.001458 0.358570 0.3 0.2 0.8
C 19.366094 -11.800199 1.116718 0.3 0.7 -0.5
C 19.879815 -13.141132 1.562407 -0.3 -0.5 0.0
O 18.862440 -13.719220 2.356247 0.0 0.1 0.2
C 19.121865 -15.027625 2.810577 -0.2 -0.5 -0.6
N 18.893151 -11.026870 2.334314 0.0 -0.8 0.7
H 18.000884 -11.433905 2.681098 -0.3 0.4 -0.4
H 19.488061 -11.167114 3.154342 0.4 0.3 -0.3
H 18.782320 -10.027518 2.164349 -0.1 0.0 -0.1
H 20.733694 -11.495780 -0.554942 -0.3 0.1 0.0
H 21.318585 -10.886479 0.971087 0.0 0.1 0.1
H 20.018816 -10.012894 0.135564 0.1 -0.1 -0.3
H 18.470597 -11.882372 0.505369 0.1 -0.2 0.1
H 20.846762 -13.058486 2.078374 -0.1 0.1 0.3
H 20.086108 -13.779624 0.695545 -0.1 0.2 -0.2
H 19.640625 -15.604241 2.033581 0.4 0.1 0.2
H 18.175274 -15.561393 2.918951 -0.1 0.3 0.3
H 19.676042 -15.040479 3.749781 0.1 0.0 0.0
C 17.190998 -11.737063 6.772107 -0.3 0.5 -0.3
C 15.734852 -12.098450 6.992730 -0.5 0.3 -0.5
C 15.230493 -13.387095 6.380114 -1.6 -1.4 1.2
O 15.695628 -14.577031 7.029944 1.4 1.1 -0.7
C 16.835656 -15.130921 6.382179 -0.3 -1.6 0.5
N 15.393690 -12.054360 8.474958 0.3 0.6 -0.1
H 15.438485 -11.083000 8.795919 0.0 0.0 -0.1
H 14.433582 -12.366456 8.639777 0.2 -0.4 0.1
H 16.090440 -12.561650 9.021610 -0.4 -0.5 0.0
H 17.396936 -12.003331 5.735122 0.3 -0.2 0.1
H 17.890770 -12.195056 7.470020 0.0 -0.3 -0.1
H 17.313739 -10.652461 6.810760 0.1 0.0 0.2
H 15.083989 -11.323058 6.579454 0.2 0.1 -0.2
H 15.264938 -13.426272 5.292923 0.6 0.2 -0.1
H 14.157221 -13.514675 6.579128 -0.1 0.7 -0.1
H 16.581788 -15.428060 5.361209 0.1 0.3 -0.1
H 17.014902 -16.065481 6.923925 0.1 0.1 -0.1
H 17.788813 -14.596711 6.408314 -0.3 0.6 0.1
C 15.221622 -7.607721 -2.007270 -1.0 0.6 -0.2
C 15.501009 -8.044443 -0.571795 0.3 -0.2 -1.0
C 16.593185 -7.228515 0.067176 0.5 0.3 0.7
O 16.146172 -5.906938 0.115194 -0.5 0.3 -0.8
C 17.094758 -4.930579 0.511456 0.2 -0.4 0.4
N 14.234333 -7.886572 0.211735 -0.4 0.5 -0.7
H 13.499684 -8.418188 -0.257368 0.0 -0.5 0.6
H 14.346902 -8.109740 1.207626 -0.3 -0.3 0.1
H 13.859915 -6.930109 0.165709 0.6 0.2 0.2
H 15.012575 -6.535071 -2.001749 0.2 0.0 -0.1
H 14.307487 -8.058626 -2.409873 0.0 -0.2 0.2
H 15.980458 -7.815389 -2.756073 0.4 -0.1 0.4
H 15.754392 -9.103639 -0.579401 0.0 0.0 0.4
H 17.515937 -7.345041 -0.514386 -0.1 0.0 -0.1
H 16.813389 -7.556797 1.095741 -0.1 -0.2 0.0
H 17.376171 -5.108277 1.553679 0.1 0.1 0.0
H 16.631697 -3.951136 0.445693 -0.2 -0.1 0.0
H 17.964350 -4.961857 -0.152612 0.1 0.0 0.0
C 12.940882 -14.693620 -0.403614 0.2 -0.1 -0.2
C 14.333601 -14.248556 -0.878830 -1.9 -0.2 0.1
C 14.853480 -15.145135 -1.980195 1.0 -0.4 0.3
O 16.129830 -14.747736 -2.450803 -0.5 0.5 -0.4
C 17.106089 -14.628215 -1.433774 0.1 -0.4 -0.2
N 14.262121 -12.850358 -1.457365 -1.0 0.1 0.0
H 13.723436 -12.777437 -2.329668 0.7 -0.9 -0.4
H 13.639229 -12.216313 -0.939125 0.9 -0.1 1.2
H 15.214489 -12.475560 -1.592144 -0.2 0.5 -0.1
H 12.462406 -13.990400 0.277902 0.1 0.2 -0.1
H 13.061085 -15.604689 0.184535 -0.2 0.0 -0.3
H 12.285905 -14.903051 -1.250216 -0.1 0.0 0.1
H 14.944000 -14.268827 0.019578 0.5 0.6 -0.2
H 14.143907 -15.200705 -2.805697 0.2 0.3 -0.2
H 14.970636 -16.180652 -1.634467 -0.4 0.1 0.3
H 18.064522 -14.560931 -1.942026 0.0 0.0 0.0
H 17.082724 -15.533090 -0.807787 0.1 0.1 0.2
H 16.998379 -13.742702 -0.804713 -0.1 0.0 0.0
As 15.001135 -11.750750 2.258440 -0.8 0.3 0.3
F 16.001747 -12.147842 0.875928 0.3 -0.3 0.2
F 15.251613 -10.080938 1.818398 -0.2 -0.4 0.2
F 14.049031 -11.406080 3.654568 0.3 0.1 -0.4
F 14.885190 -13.467310 2.621446 0.4 0.6 -0.2
F 16.426743 -11.585618 3.319624 0.2 -0.5 -0.2
F 13.604856 -11.817369 1.223128 0.2 -0.1 0.0
As 18.010242 -11.004151 -2.656368 0.9 2.1 -1.1
F 19.514686 -10.530446 -3.378284 -0.2 -0.4 0.1
F 17.840892 -12.236583 -3.860064 -0.3 0.0 0.9
F 16.463412 -11.352406 -1.862041 0.3 -0.4 0.0
F 18.291971 -9.695528 -1.495065 -0.5 -0.5 0.1
F 17.119016 -9.861405 -3.640625 0.3 -0.6 0.3
F 18.852116 -12.065117 -1.535397 -0.7 -0.3 -0.8
C 14.960899 -5.805177 3.255916 1.1 0.3 1.1
O 13.689693 -5.166387 3.489197 -0.7 -0.6 -0.4
O 15.910088 -5.209903 3.914706 0.0 -0.5 -0.6
C 14.799776 -7.296531 3.739033 -0.3 1.0 0.3
F 15.926052 -8.033474 3.610552 0.2 -0.1 -0.2
F 14.425121 -7.397274 5.015478 -0.1 -0.2 -0.1
F 13.850054 -7.963138 2.988449 0.0 -0.5 0.1
C 12.668089 -5.365148 2.535040 -1.0 0.7 0.1
C 11.332200 -5.111644 3.237808 0.7 0.6 0.4
H 10.482227 -5.138683 2.560144 -0.1 -0.3 0.1
H 11.227130 -5.740459 4.121281 -0.2 -0.4 -0.3
H 11.409062 -4.099616 3.646187 -0.2 0.0 -0.1
H 12.626438 -6.338116 2.037124 0.3 -0.2 0.3
H 12.710974 -4.610674 1.736876 0.4 0.0 -0.1
H 15.100899 -5.887155 2.156056 -0.2 0.0 -0.4
C 7.820559 -8.976499 1.502420 -0.1 1.8 -2.8
O 9.058472 -9.699725 1.581108 0.5 -0.4 0.9
O 7.464729 -8.911609 0.217482 -0.5 -0.9 1.5
C 6.808104 -9.537718 2.530406 -0.3 -0.8 -1.2
F 5.577678 -9.061002 2.274631 0.0 0.1 0.3
F 6.709923 -10.893553 2.468937 0.1 0.3 0.3
F 7.090954 -9.223375 3.816609 0.0 0.0 0.1
C 9.796166 -9.630843 2.779975 0.7 0.0 -0.8
C 11.186851 -10.175372 2.416715 -0.7 -0.5 0.5
H 11.934943 -9.898128 3.159238 0.1 0.1 -0.1
H 11.115802 -11.265515 2.386742 0.2 0.0 -0.1
H 11.444457 -9.841997 1.410688 0.1 0.2 0.1
H 9.340779 -10.230020 3.572557 0.1 0.1 0.2
H 9.936127 -8.597432 3.120004 -0.4 0.1 0.1
H 7.992706 -7.918250 1.805815 0.4 0.0 1.0
C 9.844235 -16.085358 5.314041 -1.7 -0.8 0.3
O 9.661779 -15.174414 4.179550 0.9 0.5 0.1
O 8.881595 -16.953132 5.308173 0.9 0.2 0.1
C 11.257927 -16.758250 5.284058 -0.7 -0.9 -0.9
F 11.734557 -16.976105 4.011565 0.3 -0.2 0.4
F 12.214980 -16.049980 5.946880 0.4 -0.1 0.1
F 11.221404 -17.982769 5.840672 0.4 0.4 0.2
C 10.505405 -14.057108 4.053996 0.5 -0.3 -0.7
C 11.858513 -14.387624 3.400358 0.9 1.1 0.1
H 12.414358 -13.499262 3.074210 -0.6 0.4 -0.1
H 12.555881 -14.740551 4.165618 -0.2 -0.7 -0.4
H 11.796627 -15.017597 2.513497 -0.2 -0.4 0.3
H 10.775842 -13.562383 4.996102 -0.5 0.0 0.3
H 9.973868 -13.347591 3.420061 -0.1 0.1 0.1
H 9.915606 -15.471647 6.244508 0.0 0.6 0.1